Record 1
Density functional theory data (the ωB97M-V functional and the def2-TZVPD basis) for a structure of composition C33H37ClCoO2Si2 in a non-equilibrium geometry.

Values from the calculation:
HOMO level (spin up / spin down) in Eh: -0.3374 / -0.3885
E in eV: -104812.132
E_LUMO (spin up / spin down) in eV: -2.34 / -3.70
Expectation value of S²: 6.05
Kohn-Sham gap (spin up / spin down) in eV: 6.84 / 6.87

ORCA input file:
```
! RIJCOSX wB97M-V def2-TZVPD def2/J DEFGRID3
* xyz 1 5
C 3.862 -1.816 2.627
C 3.731 -0.507 2.046
C 2.442 -0.006 2.387
H 4.465 0.022 1.429
C 1.799 -0.968 3.232
C 2.665 -2.093 3.381
H 2.421 -2.987 3.960
H 4.735 -2.466 2.525
H 2.052 0.977 2.113
H 0.812 -0.889 3.697
Co 2.292 -1.854 1.440
Si -0.676 1.672 0.846
C -0.952 2.506 -0.872
C -2.111 2.308 -1.630
H -2.862 1.584 -1.300
C -2.322 3.025 -2.819
H -3.212 2.816 -3.427
C -1.378 3.972 -3.235
H -1.529 4.516 -4.174
C -0.260 4.228 -2.443
H 0.485 4.980 -2.748
C -0.048 3.507 -1.255
H 0.813 3.726 -0.613
C -2.382 2.277 1.433
C -2.406 3.571 1.942
H -1.454 4.103 2.102
C -3.637 4.196 2.192
H -3.657 5.232 2.512
C -4.861 3.505 2.039
H -5.812 4.015 2.250
C -4.808 2.175 1.634
H -5.728 1.589 1.564
C -3.584 1.566 1.299
H -3.582 0.527 0.962
H 0.477 2.440 1.390
Si -1.460 -1.260 -1.937
C -1.464 -1.054 0.015
C -0.514 -0.214 0.821
H 0.571 -0.412 0.630
C -0.867 0.025 2.227
H -0.197 0.565 2.894
C -1.983 -0.588 2.823
H -2.207 -0.362 3.882
C -2.772 -1.453 2.079
H -3.674 -1.860 2.546
C -2.460 -1.726 0.720
H -3.084 -2.473 0.209
C -0.104 -0.132 -2.614
C 1.110 0.014 -1.945
H 1.311 -0.577 -1.054
C 2.113 0.862 -2.414
H 2.993 1.035 -1.793
C 2.010 1.431 -3.682
H 2.855 1.982 -4.115
C 0.817 1.266 -4.385
H 0.701 1.729 -5.371
C -0.252 0.550 -3.831
H -1.227 0.529 -4.334
H -2.505 -1.240 -2.905
Cl -0.803 -3.248 -2.181
C 4.188 -1.718 -1.084
O 3.048 -2.347 -0.449
C 2.574 -3.510 -1.172
C 1.738 -4.335 -0.242
O 1.143 -3.456 0.761
C 0.290 -4.249 1.637
H 4.900 -1.480 -0.295
H 4.631 -2.407 -1.815
H 3.849 -0.811 -1.599
H 1.963 -3.176 -2.012
H 3.421 -4.098 -1.537
H 0.944 -4.833 -0.808
H 2.350 -5.080 0.288
H -0.558 -4.632 1.054
H 0.871 -5.097 2.037
H -0.051 -3.609 2.466
*
```

***

Record 2
Density functional theory data (the ωB97M-V functional and the def2-TZVPD basis) for a cluster of 5 separate species, C33H37F12N9O11PS3 in total in a non-equilibrium geometry.

Values from the calculation:
HOMO level in Eh: -0.4262
E in eV: -145127.785
E_LUMO in eV: -4.70
Kohn-Sham gap in eV: 6.90

ORCA input file:
```
! RIJCOSX wB97M-V def2-TZVPD def2/J DEFGRID3
* xyz 1 1
N 2.852 -5.256 1.035
C 2.165 -5.384 -0.260
O 2.052 -6.514 -0.834
C 1.493 -4.141 -1.091
C 1.496 -2.820 -0.190
C 0.448 -1.611 -0.606
C 0.488 -1.906 -2.171
O 1.530 -1.692 -2.891
N -0.567 -2.577 -2.989
C -0.043 -2.985 -4.304
O -0.150 -2.190 -5.274
F 0.562 -4.246 -4.591
N 0.926 -0.263 -0.057
C 0.911 1.041 -0.759
C 1.231 1.225 -2.305
O 1.130 2.661 -2.604
C 0.525 -0.038 1.429
P 0.639 1.694 2.236
O -0.635 2.510 2.401
C 1.969 -0.490 2.032
O 2.402 -1.550 2.501
N 3.101 0.540 1.988
C 4.281 -0.019 1.322
O 5.249 -0.447 2.009
F 4.414 -0.114 -0.092
C -0.848 -0.910 1.663
S -0.628 -1.926 3.231
O 0.072 -1.142 4.341
O 0.170 -3.192 3.102
F -2.024 -2.474 3.976
S -2.455 -0.059 2.085
O -2.295 0.434 3.525
O -3.635 -1.028 2.191
C -3.198 1.305 1.137
F -4.249 0.802 0.261
F -2.397 2.061 0.235
C -4.059 2.423 1.978
F -4.770 3.099 0.893
F -3.280 3.487 2.495
C -5.223 1.919 2.926
F -5.958 0.769 2.513
F -6.225 2.977 2.863
C -4.957 1.743 4.493
F -6.114 2.232 5.203
F -3.852 2.403 5.048
F -4.924 0.338 4.815
C -0.991 -1.703 0.212
S -1.373 -3.551 0.470
C -2.270 -1.340 -0.728
C -3.667 -2.095 -0.658
C -4.878 -1.765 -1.608
C -4.798 -0.669 -2.709
C -3.454 0.110 -2.793
C -2.256 -0.226 -1.849
H 2.111 -5.437 1.749
H 3.293 -4.337 1.177
H 2.153 -4.079 -2.044
H 0.478 -4.545 -1.413
H 1.358 -3.165 0.891
H 2.602 -2.452 -0.243
H -0.981 -3.382 -2.499
H 1.962 -0.460 -0.093
H 1.839 1.606 -0.328
H -0.021 1.706 -0.558
H 2.318 0.912 -2.569
H 0.553 0.685 -3.048
H 1.695 2.828 -3.400
H 1.190 1.510 3.577
H 1.588 2.598 1.605
H 3.390 0.782 2.953
H -1.835 -4.106 -0.708
H -3.911 -2.895 0.112
H -5.880 -2.333 -1.498
H -5.664 -0.421 -3.418
H -3.363 0.967 -3.575
H -1.335 0.417 -2.030
C -3.988 1.171 -7.003
C -3.431 1.807 -5.763
N -2.990 2.311 -4.781
H -4.787 1.792 -7.413
H -3.202 1.065 -7.751
H -4.390 0.184 -6.766
C -2.860 2.743 -11.052
C -4.082 2.094 -10.471
N -5.049 1.580 -10.012
H -2.403 3.403 -10.313
H -2.137 1.979 -11.343
H -3.133 3.328 -11.932
C 8.113 -1.764 3.615
C 9.370 -1.056 4.026
N 10.354 -0.483 4.358
H 7.333 -1.033 3.395
H 8.298 -2.367 2.725
H 7.772 -2.416 4.422
C 7.615 1.684 5.430
C 6.145 1.992 5.390
N 4.984 2.237 5.357
H 8.118 2.160 4.587
H 8.049 2.056 6.360
H 7.768 0.605 5.373
C 0.015 5.244 5.227
C 0.490 4.083 4.406
N 0.866 3.164 3.754
H 0.531 6.153 4.915
H -1.060 5.379 5.093
H 0.222 5.060 6.283
*
```

***

Record 3
Density functional theory data (the ωB97M-V functional and the def2-TZVPD basis) for a cluster of 10 separate species, C33H37F9NO29 in total in a non-equilibrium geometry.

Values from the calculation:
HOMO level in Eh: -0.0853
E in eV: -120146.044
E_LUMO in eV: 1.29
Kohn-Sham gap in eV: 3.61

ORCA input file:
```
! RIJCOSX wB97M-V def2-TZVPD def2/J DEFGRID3
* xyz -1 1
C 4.382 4.283 1.509
C 3.951 4.061 0.256
C 4.251 4.952 -0.936
N 3.640 6.278 -0.949
C 2.390 6.355 -0.417
O 1.312 5.386 -1.064
C 0.557 4.695 -0.242
C 0.284 3.271 -0.691
O 0.084 5.113 0.810
H 4.497 3.456 2.204
H 4.642 5.274 1.875
H 3.292 3.197 0.116
H 4.045 4.369 -1.842
H 5.340 5.106 -0.932
H 1.995 7.362 -0.604
H 2.285 6.151 0.666
H -0.790 3.090 -0.761
H 0.735 3.084 -1.664
H 0.740 2.581 0.025
C 4.453 2.423 6.703
C 3.525 3.018 5.666
O 4.031 2.479 4.467
C 4.625 1.301 4.752
O 4.928 0.493 3.939
O 4.809 1.176 6.089
F 3.602 4.372 5.620
H 5.345 3.038 6.828
H 3.979 2.257 7.666
H 2.481 2.725 5.776
C 1.305 2.295 -4.217
C 1.974 1.773 -5.468
O 3.166 2.527 -5.518
C 3.482 2.880 -4.228
O 4.523 3.303 -3.871
O 2.426 2.660 -3.419
F 1.232 2.020 -6.588
H 0.711 3.183 -4.421
H 0.697 1.552 -3.707
H 2.225 0.713 -5.446
C 2.427 -0.868 1.896
C 3.754 -1.302 1.316
O 3.533 -1.134 -0.074
C 2.584 -0.161 -0.237
O 2.333 0.344 -1.279
O 1.978 0.098 0.937
F 4.025 -2.614 1.561
H 1.716 -1.687 1.923
H 2.519 -0.431 2.886
H 4.602 -0.696 1.633
C -1.098 -4.291 -0.621
C 0.379 -4.333 -0.300
O 0.589 -3.062 0.294
C -0.589 -2.679 0.873
O -0.702 -1.816 1.671
O -1.607 -3.447 0.414
F 1.140 -4.439 -1.414
H -1.272 -3.828 -1.593
H -1.580 -5.264 -0.589
H 0.677 -5.111 0.405
C -4.906 -4.436 0.461
C -6.148 -5.091 1.024
O -6.320 -6.204 0.159
C -5.090 -6.552 -0.320
O -4.848 -7.576 -0.859
O -4.202 -5.564 -0.079
F -7.237 -4.294 0.942
H -5.155 -3.742 -0.343
H -4.298 -3.928 1.203
H -6.049 -5.449 2.050
C 3.787 -2.010 -3.365
C 5.132 -2.430 -3.913
O 4.912 -2.415 -5.312
C 3.924 -1.512 -5.564
O 3.658 -1.088 -6.638
O 3.295 -1.171 -4.419
F 5.477 -3.688 -3.535
H 3.122 -2.868 -3.250
H 3.843 -1.468 -2.428
H 5.952 -1.753 -3.670
C -3.779 2.385 -4.203
C -2.337 2.083 -4.550
O -1.948 1.228 -3.492
C -3.061 0.585 -3.041
O -3.058 -0.373 -2.348
O -4.174 1.192 -3.521
F -1.569 3.196 -4.551
H -3.843 3.237 -3.525
H -4.410 2.555 -5.071
H -2.194 1.563 -5.499
C -8.690 -8.324 -0.980
C -9.885 -7.462 -0.640
O -10.950 -8.393 -0.676
C -10.439 -9.624 -0.381
O -11.087 -10.569 -0.090
O -9.088 -9.597 -0.458
F -10.105 -6.493 -1.561
H -8.554 -8.401 -2.060
H -7.768 -7.987 -0.522
H -9.846 -7.002 0.349
C -0.587 5.704 6.254
C 0.771 5.884 6.900
O 0.942 4.649 7.584
C 0.224 3.708 6.912
O 0.362 2.536 7.048
O -0.631 4.288 6.050
F 0.784 6.896 7.801
H -1.386 5.998 6.937
H -0.696 6.229 5.309
H 1.596 6.018 6.199
*
```

***

Record 4
Density functional theory data (the ωB97M-V functional and the def2-TZVPD basis) for a structure of composition C33H37MoN5OSSi.

Values from the calculation:
HOMO level (spin up / spin down) in Eh: -0.5167 / -0.5166
E in eV: -64878.155
E_LUMO (spin up / spin down) in eV: -6.99 / -6.59
Expectation value of S²: 2.01
Energy relative to the best compared isomer or geometry (same formula, charge and spin) in kJ/mol: 0.0
Kohn-Sham gap (spin up / spin down) in eV: 7.07 / 7.47

ORCA input file:
```
! RIJCOSX wB97M-V def2-TZVPD def2/J DEFGRID3
* xyz 2 3
Mo -0.873 1.206 0.730
N -2.716 2.553 0.883
C -2.654 3.664 -0.097
C -2.410 3.046 -1.457
N -1.255 2.125 -1.336
H -3.583 2.028 0.747
H -2.779 2.922 1.831
H -1.818 4.308 0.189
H -3.565 4.265 -0.089
H -2.234 3.809 -2.217
H -3.281 2.468 -1.777
H -0.392 2.614 -1.572
H -1.305 1.361 -2.014
S -0.684 1.580 5.209
C -1.914 0.428 4.920
C -2.108 0.191 3.590
C -1.233 0.956 2.762
C -0.417 1.769 3.535
C 0.540 2.690 2.926
C 1.482 3.441 3.613
C 2.357 4.241 2.900
C 2.282 4.268 1.512
C 1.325 3.493 0.892
N 0.458 2.732 1.573
H -2.431 -0.017 5.753
H -2.846 -0.510 3.229
H 1.532 3.386 4.692
H 3.099 4.831 3.419
H 2.955 4.870 0.921
H 1.248 3.471 -0.189
N -5.166 -1.716 -3.180
C -4.474 -1.763 -2.268
C -3.574 -1.786 -1.151
C -3.279 -2.954 -0.454
C -2.349 -2.888 0.569
C -1.749 -1.678 0.862
N -2.057 -0.538 0.213
C -2.953 -0.605 -0.780
H -3.752 -3.886 -0.728
H -2.062 -3.768 1.125
H -0.986 -1.613 1.628
H -3.171 0.304 -1.326
C 3.873 0.031 0.135
C 3.155 -0.249 -1.194
C 3.138 1.036 -2.030
C 3.908 -1.341 -1.965
Si 1.429 -0.875 -0.796
O 0.604 0.379 0.001
C 0.309 -1.206 -2.270
C 0.112 -0.206 -3.235
C -0.806 -0.354 -4.264
C -1.550 -1.523 -4.363
C -1.362 -2.532 -3.434
C -0.449 -2.371 -2.397
C 1.457 -2.283 0.419
C 1.791 -3.581 0.019
C 1.868 -4.617 0.938
C 1.611 -4.375 2.279
C 1.293 -3.091 2.701
C 1.223 -2.058 1.778
H 4.880 0.406 -0.061
H 3.967 -0.868 0.743
H 3.350 0.786 0.730
H 4.148 1.444 -2.101
H 2.510 1.811 -1.579
H 2.795 0.858 -3.048
H 4.917 -0.996 -2.203
H 3.415 -1.592 -2.905
H 4.011 -2.253 -1.376
H 0.714 0.696 -3.207
H -0.922 0.424 -5.008
H -2.255 -1.651 -5.173
H -1.924 -3.453 -3.519
H -0.339 -3.165 -1.672
H 2.011 -3.792 -1.020
H 2.132 -5.611 0.607
H 1.672 -5.181 2.996
H 1.113 -2.895 3.749
H 0.996 -1.053 2.136
*
```

***

Record 5
Density functional theory data (the ωB97M-V functional and the def2-TZVPD basis) for a structure of composition C33H37N6OTi.

Values from the calculation:
HOMO level in Eh: -0.3717
E in eV: -68920.389
E_LUMO in eV: -3.38
Energy relative to the best compared isomer or geometry (same formula, charge and spin) in kJ/mol: 46.5
Kohn-Sham gap in eV: 6.73

ORCA input file:
```
! RIJCOSX wB97M-V def2-TZVPD def2/J DEFGRID3
* xyz 1 1
Ti -0.777 -0.133 0.141
C 0.731 2.651 -2.604
C -0.341 3.515 -1.950
C -1.202 2.819 -0.886
N -1.419 1.396 -1.142
C -2.125 1.032 -2.192
C -2.860 1.932 -2.999
C -3.428 1.775 -4.241
C -3.432 0.672 -5.092
C -2.975 -0.583 -4.765
C -2.490 -1.057 -3.548
C -2.245 -0.418 -2.333
N -1.943 -1.089 -1.197
C -2.477 -2.451 -1.023
C -1.461 -3.521 -0.665
C -0.656 -3.136 0.567
N 0.147 -1.954 0.267
C 1.322 -2.112 -0.360
C 1.901 -3.375 -0.572
C 3.124 -3.747 -1.103
C 4.169 -2.974 -1.578
C 4.184 -1.595 -1.628
C 3.208 -0.674 -1.274
C 1.924 -0.836 -0.740
N 1.120 0.209 -0.487
C 1.695 1.562 -0.426
C 1.933 2.330 -1.726
H 1.097 3.185 -3.483
H 0.297 1.725 -2.989
H -0.986 3.924 -2.729
H 0.133 4.383 -1.480
H -2.166 3.328 -0.785
H -0.746 2.907 0.098
H -2.957 2.925 -2.581
H -3.909 2.668 -4.625
H -3.843 0.814 -6.083
H -3.036 -1.331 -5.547
H -2.266 -2.116 -3.548
H -3.031 -2.743 -1.911
H -3.218 -2.386 -0.220
H -0.780 -3.703 -1.502
H -2.003 -4.453 -0.486
H -0.044 -3.955 0.943
H -1.324 -2.876 1.385
H 1.292 -4.214 -0.275
H 3.281 -4.820 -1.135
H 5.047 -3.492 -1.939
H 5.090 -1.145 -2.020
H 3.504 0.349 -1.437
H 2.636 1.487 0.129
H 1.056 2.150 0.234
H 2.674 1.817 -2.342
H 2.408 3.270 -1.423
C -1.615 -0.378 2.305
C -1.612 0.999 1.933
C -2.877 1.269 1.335
C -3.626 0.102 1.317
C -2.849 -0.915 1.900
H -0.844 -0.879 2.870
H -0.869 1.727 2.230
H -3.175 2.219 0.920
H -4.608 -0.019 0.886
H -3.147 -1.945 2.025
N 0.388 1.545 6.632
C 1.717 1.451 6.356
O 2.577 1.880 7.096
C 2.090 0.834 5.036
C 3.381 0.347 4.877
C 3.734 -0.203 3.659
C 2.794 -0.223 2.638
N 1.559 0.260 2.764
C 1.227 0.769 3.952
H 0.135 1.908 7.536
H -0.284 0.989 6.136
H 4.077 0.412 5.702
H 4.721 -0.609 3.490
H 3.052 -0.643 1.672
H 0.220 1.166 4.030
*
```